1.
Computed, not measured: a molecular structure, C51H57N5O4P2S2SiTeV, with the ωB97M-V functional and the def2-TZVPD basis.

```
124
C51H57N5O4P2S2SiTeV, DFT the ωB97M-V functional and the def2-TZVPD basis
V -0.420 0.110 -0.430
C -4.836 -2.394 -2.238
N -3.511 -1.818 -2.369
C -3.162 -1.385 -3.708
C -2.868 -1.211 -1.320
N -2.168 -0.144 -1.420
N -2.971 -1.930 -0.128
C -2.288 -1.720 1.060
N -2.597 -2.652 2.003
N -1.436 -0.773 1.223
H -4.887 -3.342 -2.775
H -5.595 -1.717 -2.650
H -5.087 -2.572 -1.196
H -3.462 -2.167 -4.405
H -2.084 -1.248 -3.784
H -3.663 -0.451 -3.992
H -2.289 0.306 -2.326
H -3.198 -2.902 -0.291
H -3.378 -3.271 1.894
H -2.066 -2.695 2.855
H -1.052 -0.828 2.165
O 1.460 0.258 0.539
P 1.913 1.233 1.573
C 0.504 1.863 2.562
P -0.910 2.445 1.576
O -0.812 2.187 0.092
C -0.974 4.230 1.834
C -1.066 5.037 0.705
C -1.166 6.415 0.848
C -1.178 6.982 2.112
C -1.091 6.176 3.243
C -0.992 4.803 3.105
C -2.416 1.815 2.319
C -2.535 1.543 3.676
C -3.751 1.116 4.194
C -4.844 0.969 3.353
C -4.727 1.249 1.996
C -3.518 1.677 1.476
C 2.784 2.661 0.944
C 2.138 3.505 0.037
C 2.833 4.547 -0.551
C 4.174 4.745 -0.254
C 4.825 3.901 0.631
C 4.134 2.856 1.227
C 2.992 0.405 2.743
C 3.654 -0.727 2.270
C 4.490 -1.438 3.118
C 4.662 -1.026 4.431
C 4.009 0.105 4.903
C 3.176 0.824 4.059
H 0.863 2.693 3.176
H 0.192 1.048 3.219
H -1.058 4.583 -0.280
H -1.232 7.041 -0.032
H -1.261 8.055 2.222
H -1.102 6.621 4.229
H -0.935 4.183 3.993
H -1.685 1.648 4.339
H -3.842 0.901 5.250
H -5.792 0.635 3.756
H -5.579 1.128 1.341
H -3.409 1.869 0.415
H 1.115 3.316 -0.260
H 2.332 5.185 -1.267
H 4.719 5.547 -0.733
H 5.874 4.047 0.851
H 4.653 2.191 1.904
H 3.500 -1.050 1.247
H 4.997 -2.319 2.749
H 5.307 -1.588 5.093
H 4.150 0.427 5.926
H 2.681 1.714 4.429
C 3.281 1.961 -4.947
O 2.014 1.734 -4.347
C 1.971 1.268 -3.074
S 3.365 0.961 -2.229
S 0.332 0.986 -2.629
H 3.054 2.256 -5.970
H 3.893 1.060 -4.929
H 3.821 2.754 -4.428
O 0.030 -1.754 -0.848
Si 0.559 -3.231 -0.634
C -0.734 -4.339 -1.473
C -1.764 -4.987 -0.785
C -2.819 -5.602 -1.452
C -2.864 -5.585 -2.838
C -1.852 -4.950 -3.546
C -0.806 -4.337 -2.871
C 2.275 -3.424 -1.340
C 2.639 -2.613 -2.420
C 3.921 -2.655 -2.948
C 4.867 -3.510 -2.400
C 4.532 -4.314 -1.320
C 3.247 -4.265 -0.793
C 0.680 -3.737 1.187
C 1.002 -2.725 2.098
C 1.135 -2.975 3.457
C 0.943 -4.264 3.942
C 0.650 -5.291 3.057
C 0.529 -5.029 1.696
H -1.754 -5.003 0.300
H -3.595 -6.109 -0.890
H -3.678 -6.069 -3.364
H -1.878 -4.935 -4.629
H -0.033 -3.837 -3.443
H 1.923 -1.900 -2.815
H 4.186 -2.000 -3.768
H 5.871 -3.538 -2.806
H 5.272 -4.972 -0.883
H 3.004 -4.888 0.061
H 1.162 -1.724 1.712
H 1.406 -2.172 4.134
H 1.044 -4.469 5.001
H 0.525 -6.302 3.426
H 0.321 -5.853 1.024
C -1.083 3.474 -4.960
Te -2.013 3.396 -3.059
C -3.559 4.743 -3.669
H -1.793 3.164 -5.722
H -0.242 2.786 -4.921
H -0.737 4.486 -5.151
H -3.141 5.716 -3.912
H -4.262 4.852 -2.846
H -4.083 4.338 -4.531
```

Output
- multiplicity = 2
- gap between HOMO and LUMO (spin up / spin down) (eV) = 5.25 / 4.59

2.
Computed, not measured: 7 unconnected molecules or ions with the total composition C51H58F3N12O14, with the ωB97M-V functional and the def2-TZVPD basis.

```
138
C51H58F3N12O14, DFT the ωB97M-V functional and the def2-TZVPD basis
C 0.304 3.358 0.479
N -0.863 2.440 0.191
C -1.256 2.430 -1.274
N -1.612 0.962 -1.596
C -3.080 0.634 -1.587
O -3.401 0.188 -0.190
C -4.856 0.115 0.013
F -5.449 -0.950 -0.856
F -5.048 -0.384 1.426
F -5.565 1.415 -0.054
C -0.550 0.133 -1.802
N 0.905 0.624 -1.767
C 1.651 -0.651 -2.094
C 3.283 -0.536 -2.206
C 3.862 -0.495 -0.658
C 4.038 -2.074 -0.196
C 3.325 -2.216 1.273
O 1.859 -2.068 1.073
C 1.174 -2.230 2.386
N 0.692 -1.810 -2.256
N 1.151 -3.091 -2.522
C 1.249 -3.338 -3.870
C 2.664 -4.065 -4.376
C 0.103 -3.037 -5.005
N -0.626 -1.337 -2.087
C -1.730 -2.345 -2.225
H -0.053 4.437 0.831
H 0.855 2.900 1.433
H 1.009 3.402 -0.454
H -1.716 2.733 0.751
H -0.456 2.875 -2.003
H -2.208 3.143 -1.362
H -3.430 -0.141 -2.401
H -3.709 1.625 -1.804
H 3.526 0.533 -2.676
H 3.791 -1.339 -2.890
H 4.891 0.087 -0.668
H 3.132 0.092 0.083
H 5.181 -2.324 -0.214
H 3.449 -2.735 -0.990
H 3.601 -3.296 1.679
H 3.735 -1.431 2.050
H 1.710 -3.047 3.033
H 1.235 -1.204 2.946
H 0.031 -2.459 2.189
H 3.488 -3.283 -4.681
H 2.494 -4.755 -5.332
H 3.050 -4.800 -3.532
H -0.885 -3.612 -4.665
H -0.117 -1.896 -5.188
H 0.468 -3.590 -5.997
H -1.424 -3.465 -2.072
H -2.305 -2.225 -3.264
H -2.551 -2.113 -1.393
C -1.575 6.220 5.597
C -0.346 6.076 6.242
C 0.828 5.968 5.495
C 0.760 6.010 4.095
C -0.473 6.146 3.444
C -1.641 6.251 4.203
N 1.994 5.922 3.304
O 3.063 5.783 3.916
O 1.896 5.996 2.071
H -2.488 6.310 6.184
H -0.303 6.052 7.329
H 1.778 5.857 6.013
H -0.541 6.175 2.359
H -2.603 6.360 3.707
C 9.093 -2.665 -7.759
C 9.034 -2.657 -6.365
C 7.803 -2.531 -5.718
C 6.633 -2.415 -6.480
C 6.690 -2.414 -7.880
C 7.927 -2.539 -8.516
N 5.333 -2.307 -5.806
O 5.326 -2.293 -4.566
O 4.319 -2.241 -6.514
H 10.054 -2.769 -8.260
H 9.947 -2.754 -5.782
H 7.774 -2.527 -4.630
H 5.790 -2.321 -8.484
H 7.982 -2.543 -9.603
C -7.766 -1.525 3.919
C -7.662 -2.085 2.644
C -7.942 -3.439 2.450
C -8.330 -4.226 3.543
C -8.428 -3.668 4.825
C -8.143 -2.314 5.007
N -8.650 -5.644 3.341
O -8.534 -6.105 2.195
O -9.022 -6.298 4.325
H -7.553 -0.468 4.064
H -7.367 -1.464 1.801
H -7.857 -3.860 1.451
H -8.723 -4.268 5.683
H -8.218 -1.871 5.998
C 4.428 4.674 0.350
C 4.045 3.435 -0.165
C 4.513 3.021 -1.414
C 5.372 3.858 -2.139
C 5.752 5.106 -1.628
C 5.275 5.510 -0.379
N 5.888 3.418 -3.441
O 5.514 2.315 -3.868
O 6.671 4.171 -4.036
H 4.064 4.990 1.326
H 3.383 2.789 0.408
H 4.205 2.052 -1.802
H 6.414 5.768 -2.182
H 5.566 6.476 0.027
C -7.518 2.973 -3.216
C -7.577 2.980 -1.821
C -8.808 3.107 -1.174
C -9.978 3.222 -1.936
C -9.921 3.223 -3.337
C -8.684 3.098 -3.973
N -11.277 3.330 -1.262
O -11.285 3.344 -0.022
O -12.292 3.396 -1.970
H -6.556 2.868 -3.716
H -6.664 2.883 -1.238
H -8.837 3.110 -0.087
H -10.821 3.316 -3.941
H -8.629 3.095 -5.059
C 2.143 -5.097 8.177
C 3.463 -5.057 8.626
C 4.456 -4.482 7.831
C 4.113 -3.942 6.584
C 2.789 -3.987 6.127
C 1.805 -4.568 6.930
N 5.148 -3.313 5.754
O 6.311 -3.310 6.185
O 4.799 -2.817 4.673
H 1.371 -5.541 8.803
H 3.719 -5.473 9.598
H 5.481 -4.459 8.195
H 2.510 -3.576 5.159
H 0.774 -4.605 6.585
```

Output
- total charge = +1
- gap between HOMO and LUMO (eV) = 8.41

3.
Computed, not measured: 11 unconnected molecules or ions with the total composition C51H60F6O5, with the ωB97M-V functional and the def2-TZVPD basis.

```
122
C51H60F6O5, DFT the ωB97M-V functional and the def2-TZVPD basis
F 0.704 -5.800 5.225
C 0.998 -4.685 5.929
C 1.554 -4.844 7.187
C 1.749 -3.690 7.942
C 1.461 -2.422 7.412
C 0.809 -2.303 6.217
C 0.540 -3.435 5.511
H 1.781 -5.849 7.508
H 2.270 -3.817 8.880
H 1.789 -1.547 7.953
H 0.423 -1.372 5.829
H 0.081 -3.478 4.534
F 2.523 -1.259 -1.429
C 1.469 -0.512 -1.043
C 1.646 0.873 -0.861
C 0.515 1.652 -0.557
C -0.766 1.040 -0.462
C -0.936 -0.316 -0.692
C 0.168 -1.090 -1.046
H 2.632 1.278 -1.032
H 0.572 2.725 -0.443
H -1.663 1.613 -0.279
H -1.932 -0.715 -0.563
H 0.100 -2.163 -1.150
F -6.526 1.299 -3.528
C -7.651 1.055 -2.898
C -8.580 2.062 -2.804
C -9.730 1.917 -2.058
C -9.941 0.651 -1.519
C -9.006 -0.362 -1.586
C -7.861 -0.162 -2.301
H -8.453 3.061 -3.194
H -10.517 2.655 -2.113
H -10.898 0.381 -1.099
H -9.195 -1.349 -1.192
H -7.120 -0.942 -2.389
F -2.949 7.719 -2.696
C -2.773 7.174 -3.859
C -3.877 6.977 -4.657
C -3.686 6.202 -5.827
C -2.474 5.578 -6.073
C -1.344 5.743 -5.297
C -1.543 6.529 -4.133
H -4.843 7.426 -4.477
H -4.527 6.057 -6.488
H -2.287 4.863 -6.861
H -0.433 5.288 -5.658
H -0.775 6.561 -3.374
F 3.180 -7.447 0.162
C 2.844 -8.501 -0.602
C 2.527 -8.346 -1.957
C 1.912 -9.379 -2.636
C 1.703 -10.607 -2.039
C 2.153 -10.828 -0.697
C 2.680 -9.761 -0.014
H 2.681 -7.426 -2.501
H 1.592 -9.174 -3.647
H 1.143 -11.346 -2.593
H 2.070 -11.764 -0.165
H 2.993 -9.944 1.003
F -7.559 3.927 6.165
C -6.706 2.872 6.153
C -6.746 2.017 5.022
C -5.932 0.896 5.020
C -5.069 0.681 6.063
C -5.010 1.547 7.162
C -5.794 2.662 7.183
H -7.466 2.166 4.230
H -5.836 0.185 4.213
H -4.480 -0.218 6.168
H -4.443 1.304 8.049
H -5.803 3.312 8.046
C -3.770 -8.382 1.048
C -4.225 -7.225 0.163
C -4.440 -7.508 -1.311
O -4.368 -6.055 0.595
H -4.548 -9.133 1.181
H -3.379 -7.978 1.982
H -2.984 -8.812 0.427
H -4.880 -6.653 -1.825
H -5.167 -8.299 -1.495
H -3.501 -7.586 -1.858
C 7.955 2.954 -4.900
C 6.644 2.727 -5.562
C 6.550 1.608 -6.581
O 5.588 3.304 -5.239
H 8.820 2.691 -5.508
H 7.882 2.349 -3.996
H 8.049 3.990 -4.573
H 7.323 1.824 -7.319
H 5.586 1.534 -7.084
H 6.788 0.662 -6.095
C 6.617 9.608 -2.615
C 6.501 8.796 -1.350
C 5.248 8.003 -1.068
O 7.374 8.933 -0.515
H 6.296 9.125 -3.538
H 7.619 9.997 -2.798
H 5.850 10.377 -2.699
H 5.399 6.998 -1.464
H 4.399 8.531 -1.502
H 5.159 7.966 0.018
C 8.291 -4.930 -1.611
C 9.193 -5.207 -0.485
C 9.033 -6.539 0.206
O 9.928 -4.309 -0.049
H 8.137 -3.867 -1.796
H 7.329 -5.404 -1.416
H 8.766 -5.290 -2.523
H 8.023 -6.792 0.527
H 9.634 -6.496 1.114
H 9.295 -7.412 -0.392
C -1.669 8.178 3.781
C -1.023 6.817 3.959
C -1.957 5.626 4.159
O 0.212 6.690 3.854
H -2.296 8.200 2.890
H -0.894 8.927 3.615
H -2.152 8.453 4.719
H -2.810 5.608 3.480
H -2.223 5.553 5.213
H -1.332 4.756 3.959
```

Output
- SMILES = Fc1ccccc1.Fc1ccccc1.Fc1ccccc1.Fc1ccccc1.Fc1ccccc1.Fc1ccccc1.CC(C)=O.CC(C)=O.CC(C)=O.CC(C)=O.CC(C)=O
- gap between HOMO and LUMO (eV) = 9.32